1.
The following is a DFT calculation (ωB97M-V/def2-TZVPD) of a structure of composition C2H4O2S in a non-equilibrium geometry.

Values from the calculation:
Charge: 0
Orbital gap (alpha / beta), eV: 7.91 / 7.99

```
9
C2H4O2S, DFT ωB97M-V/def2-TZVPD
C -2.799 0.521 0.044
C 1.633 -0.250 -0.141
O -0.780 -1.123 0.488
O 0.857 0.866 -0.399
S -1.210 0.211 -0.049
H -3.276 1.577 -0.044
H 2.573 -0.404 -0.778
H 1.023 -1.199 -0.087
H 1.979 -0.199 0.966
```

Here is what Mulliken gives for the atomic charges, in e: -0.275 -0.501 -0.529 -0.390 0.617 0.276 0.272 0.294 0.236

=====

2.
The following is a DFT calculation (ωB97M-V/def2-TZVPD) of a cluster of 2 separate species, C2H4O2S in total in a non-equilibrium geometry.

Values from the calculation:
Spin multiplicity: 3
Charge: 0
Orbital gap (alpha / beta), eV: 7.17 / 5.89

```
9
C2H4O2S, DFT ωB97M-V/def2-TZVPD
C -0.035 0.301 0.054
C 0.648 -0.475 1.062
O -1.956 1.298 -1.311
O 0.215 -0.537 -1.799
S -1.419 1.114 0.042
H 0.361 -1.472 1.230
H 0.568 0.001 1.990
H 1.715 -0.394 1.026
H -0.096 0.165 -2.295
```

Here is what Mulliken gives for the atomic charges, in e: 0.308 -0.987 -0.392 -0.561 0.301 0.312 0.414 0.310 0.294

=====

3.
The following is a DFT calculation (ωB97M-V/def2-TZVPD) of the molecule C2H4O2S2 in a non-equilibrium geometry.

Values from the calculation:
Charge: 0
Orbital gap, eV: 9.49

```
10
C2H4O2S2, DFT ωB97M-V/def2-TZVPD
C 0.312 -0.405 -0.677
S -0.316 -0.725 0.952
O 0.689 -1.268 1.941
S -2.003 -1.631 0.821
C -0.887 0.895 1.494
O -1.022 1.900 0.879
H 0.713 -1.268 -1.176
H -0.500 -0.273 -1.404
H 1.043 0.505 -0.612
H -1.240 0.892 2.492
```

Here is what Mulliken gives for the atomic charges, in e: -0.892 0.734 -0.595 -0.310 -0.015 -0.379 0.385 0.357 0.294 0.423

=====

4.
The following is a DFT calculation (ωB97M-V/def2-TZVPD) of a structure of composition C2H4O2Sn in a non-equilibrium geometry.

Values from the calculation:
Charge: 0
Orbital gap, eV: 3.61

```
9
C2H4O2Sn, DFT ωB97M-V/def2-TZVPD
Sn -1.335 -3.373 -0.817
O 1.741 1.248 0.626
C 0.641 0.392 0.777
C -0.360 0.372 -0.506
O 0.195 0.571 -1.791
H 0.119 0.549 1.721
H 0.998 -0.630 0.907
H -0.911 1.310 -0.439
H -1.089 -0.438 -0.477
```

Here is what Mulliken gives for the atomic charges, in e: 0.271 -0.432 -0.158 -0.048 -0.440 0.272 0.206 0.241 0.086

=====

The evaluated E_tot for the records listed, in turn: -627.01789, -627.01884, -1025.37594, -443.01410 Ha.